Model i:
The following is a DFT calculation (ωB97M-V/def2-TZVPD) of a single C2H6NO2P molecule.

The geometry in XYZ format:
```
12
Properties=species:S:1:pos:R:3
H 0.231 1.905 0.932
H 1.720 1.548 0.602
N 0.785 1.346 0.295
C 0.256 -0.004 0.442
O -1.009 -0.402 -1.562
H 1.219 -0.797 -1.504
O -1.958 -1.089 1.727
H 0.834 -0.363 1.399
H -0.803 0.522 -1.689
P -1.665 0.050 0.809
H 0.146 -1.875 -0.656
C 0.245 -0.840 -0.794
```

As for the SMILES: N[C@H](CO)P=O. The value obtained for the HOMO-LUMO gap is 8.849 eV. For the HOMO energy, the calculation gives -9.05 eV. As for the net charge: 0.

These are the natural (NBO) partial charges, in e, on atoms 1 to 5: 0.348 0.372 -0.859 -0.448 -0.722

Model ii:
The following is a DFT calculation (ωB97M-V/def2-TZVPD) of a molecular structure, C2H6NO2P.

The geometry in XYZ format:
```
12
Properties=species:S:1:pos:R:3
H -0.655 0.853 1.756
H 1.466 0.762 -1.200
H -2.356 -0.879 1.552
H 1.380 1.103 0.614
O -0.093 -1.818 -1.970
C 1.470 0.270 -0.206
H 2.404 -0.348 -0.044
P -1.478 -0.044 0.654
N -0.542 -1.379 -1.040
C -0.024 -0.439 -0.148
O -1.815 -1.501 -0.485
H -2.525 0.570 -0.219
```

The value obtained for the HOMO-LUMO gap is 9.332 eV. For the HOMO energy, the calculation gives -8.87 eV. As for the net charge: 0.

These are the natural (NBO) partial charges, in e, on atoms 1 to 5: -0.080 0.223 0.000 0.230 -0.307

Model iii:
The following is a DFT calculation (ωB97M-V/def2-TZVPD) of 2 unconnected molecules or ions with the total composition C2H6NO2P.

The geometry in XYZ format:
```
12
Properties=species:S:1:pos:R:3
H -1.051 1.141 -1.658
P -0.252 -1.043 -1.249
C 0.644 -1.516 0.584
C -1.021 0.472 -0.772
H -1.840 1.868 0.331
H 1.767 0.177 1.037
H 0.937 -2.574 0.534
O -0.458 -1.650 1.411
N -1.386 0.965 0.341
H -0.839 -0.765 1.596
H 1.571 0.229 -2.100
O 1.700 -0.750 0.978
```

The value obtained for the HOMO-LUMO gap (spin up / spin down) is 7.857 / 8.008 eV. For the HOMO energy (spin up / spin down), the calculation gives -9.17 / -9.08 eV. As for the net charge: 0.

These are the natural (NBO) partial charges, in e, on atoms 1 to 5: 0.175 0.538 0.241 -0.261 0.358

Model iv:
The following is a DFT calculation (ωB97M-V/def2-TZVPD) of 2 unconnected molecules or ions with the total composition C2H6NO2P.

The geometry in XYZ format:
```
12
Properties=species:S:1:pos:R:3
N -0.587 -1.521 0.570
H 2.383 0.354 -0.823
H -0.543 -2.370 0.064
H -2.011 -0.466 -0.540
C -0.739 0.927 0.478
C -1.029 -0.444 -0.031
O -1.516 1.868 0.598
H 0.057 -1.322 1.305
H 0.772 1.810 1.486
P 1.455 0.778 -1.942
O 0.510 0.979 0.951
H 1.249 -0.592 -2.115
```

The value obtained for the HOMO-LUMO gap (spin up / spin down) is 6.565 / 8.533 eV. For the HOMO energy (spin up / spin down), the calculation gives -7.42 / -8.47 eV. As for the net charge: 0.

These are the natural (NBO) partial charges, in e, on atoms 1 to 5: -0.743 -0.039 0.397 0.203 0.694

Going by the computed energies, the most stable comes first: model i, model iv, model iii, model ii.

Model i:
The following is a DFT calculation (ωB97M-V/def2-TZVPD) of 2 unconnected molecules or ions with the total composition C2H8N2P.

The geometry in XYZ format:
```
13
Properties=species:S:1:pos:R:3
H -0.965 1.472 1.292
H -1.517 1.748 -0.323
H -0.255 1.205 -3.006
H 0.648 -1.427 -0.149
H 0.541 0.327 2.192
H 0.080 -1.516 2.122
C 0.798 -0.743 1.802
P -0.870 -0.079 -3.217
H 1.783 -1.270 1.995
H 0.375 -0.758 -3.108
C -0.237 0.308 -0.221
N 0.540 -0.584 0.308
N -0.919 1.317 0.314
```

The value obtained for the HOMO-LUMO gap (spin up / spin down) is 8.861 / 7.055 eV. For the HOMO energy (spin up / spin down), the calculation gives -14.73 / -13.53 eV. As for the net charge: +1.

These are the natural (NBO) partial charges, in e, on atoms 1 to 5: 0.416 0.431 -0.025 0.421 0.214

Model ii:
The following is a DFT calculation (ωB97M-V/def2-TZVPD) of 2 unconnected molecules or ions with the total composition C2H8N2P.

The geometry in XYZ format:
```
13
Properties=species:S:1:pos:R:3
H -0.047 2.132 -0.339
H -1.638 1.373 -0.171
H 0.050 -2.740 -0.390
P 1.004 -0.983 0.680
N -0.048 -1.786 -0.090
H -0.540 0.489 1.661
H 0.107 0.407 -2.437
H -1.442 -0.406 -1.651
C -0.678 0.394 -1.617
H 2.284 -1.255 1.018
N -0.772 1.341 -0.696
H 1.203 0.774 2.302
C 0.517 0.261 1.731
```

The value obtained for the HOMO-LUMO gap is 7.699 eV. For the HOMO energy, the calculation gives -12.79 eV. As for the net charge: +1.

These are the natural (NBO) partial charges, in e, on atoms 1 to 5: 0.485 0.433 0.428 1.369 -1.232

Going by the computed energies, the most stable comes first: model ii, model i.

Model i:
The following is a DFT calculation (ωB97M-V/def2-TZVPD) of 2 unconnected molecules or ions with the total composition C4H6N3O.

The geometry in XYZ format:
```
14
Properties=species:S:1:pos:R:3
N 2.453 0.173 0.771
O -1.768 1.676 -0.199
N 1.082 0.967 -0.804
H 1.202 -1.457 1.441
N -2.118 0.436 0.443
H -0.763 -1.969 -0.548
H -0.908 1.340 -0.532
C -0.579 -0.832 -0.769
C 0.578 -0.231 -0.328
C 2.203 1.050 -0.180
C 1.427 -0.667 0.746
H -1.273 -0.533 -1.595
H -1.974 0.585 1.438
H 2.902 1.860 -0.438
```

The value obtained for the HOMO-LUMO gap (spin up / spin down) is 6.486 / 7.750 eV. For the HOMO energy (spin up / spin down), the calculation gives -2.32 / -3.56 eV. As for the net charge: -1.

These are the natural (NBO) partial charges, in e, on atoms 1 to 5: -0.538 -0.664 -0.537 0.176 -0.471

Model ii:
The following is a DFT calculation (ωB97M-V/def2-TZVPD) of 2 unconnected molecules or ions with the total composition C4H6N3O.

The geometry in XYZ format:
```
14
Properties=species:S:1:pos:R:3
C -0.317 -1.302 1.006
H 0.679 -2.603 -1.771
C -0.748 2.083 0.094
C 0.374 -0.306 0.262
H -1.097 3.131 0.297
H -0.233 2.101 -0.775
N 0.171 -1.965 -1.081
H -0.885 -3.362 0.080
N 0.116 1.764 1.227
N 0.696 -0.749 -0.907
H -1.546 1.393 -0.003
O -0.486 1.650 2.317
H -0.797 -1.043 1.834
C -0.359 -2.397 0.162
```

The value obtained for the HOMO-LUMO gap (spin up / spin down) is 6.451 / 6.450 eV. For the HOMO energy (spin up / spin down), the calculation gives -2.31 / -2.31 eV. As for the net charge: -1.

These are the natural (NBO) partial charges, in e, on atoms 1 to 5: -0.394 0.367 -0.471 -0.011 0.153

Going by the computed energies, the most stable comes first: model i, model ii.

Model i:
The following is a DFT calculation (ωB97M-V/def2-TZVPD) of a molecular structure, C3H3NO3.

The geometry in XYZ format:
```
10
Properties=species:S:1:pos:R:3
O -0.629 1.248 -0.967
N 0.043 -0.029 2.193
C 0.721 0.253 -0.199
O -0.376 -0.242 3.272
O -0.007 -1.790 -0.582
C 0.595 0.129 1.166
H 1.630 0.759 -0.537
H -0.464 -0.515 -2.010
H -1.503 0.908 -1.314
C -0.011 -0.720 -1.022
```

The value obtained for the HOMO-LUMO gap (spin up / spin down) is 8.913 / 8.913 eV. For the HOMO energy (spin up / spin down), the calculation gives -10.07 / -10.06 eV. As for the net charge: 0.

These are the natural (NBO) partial charges, in e, on atoms 1 to 5: -0.850 0.295 0.001 -0.313 -0.514

Model ii:
The following is a DFT calculation (ωB97M-V/def2-TZVPD) of 2 unconnected molecules or ions with the total composition C3H3NO3.

The geometry in XYZ format:
```
10
Properties=species:S:1:pos:R:3
C -2.356 -1.429 0.569
O 1.119 0.711 -0.274
C -0.136 0.195 -0.133
C 2.099 -0.119 0.213
H 1.673 -1.043 0.635
H -0.702 1.960 -1.041
O -1.999 -2.360 1.113
N -0.982 1.071 -0.634
H -1.965 0.836 -0.606
O 3.250 0.179 0.158
```

The value obtained for the HOMO-LUMO gap is 10.559 eV. For the HOMO energy, the calculation gives -9.66 eV. As for the net charge: 0.

These are the natural (NBO) partial charges, in e, on atoms 1 to 5: 0.483 -0.549 0.284 0.654 0.132

Model iii:
The following is a DFT calculation (ωB97M-V/def2-TZVPD) of a single C3H3NO3 molecule.

The geometry in XYZ format:
```
10
Properties=species:S:1:pos:R:3
H -0.466 0.877 -1.525
O -1.448 -1.765 -1.010
H 1.800 -0.509 1.128
O 0.225 -1.401 0.426
C -0.574 0.493 -0.479
O 1.218 1.887 0.593
H -1.508 0.886 -0.104
C 0.631 0.886 0.379
C -0.666 -1.031 -0.505
N 0.788 -0.324 1.097
```

As for the SMILES: O=C1CC(=O)ON1. The value obtained for the HOMO-LUMO gap is 10.997 eV. For the HOMO energy, the calculation gives -10.49 eV. As for the net charge: 0.

These are the natural (NBO) partial charges, in e, on atoms 1 to 5: 0.269 -0.525 0.384 -0.347 -0.667

Going by the computed energies, the most stable comes first: model iii, model ii, model i.

Model i:
The following is a DFT calculation (ωB97M-V/def2-TZVPD) of a single C3H3NO3 molecule.

The geometry in XYZ format:
```
10
Properties=species:S:1:pos:R:3
C -0.524 0.194 -0.201
C -1.697 -0.560 0.377
O 0.554 -0.636 -0.464
H -2.523 0.105 0.690
O 2.024 0.735 0.611
C 1.778 -0.271 0.007
O -1.719 -1.757 0.497
N -0.619 1.428 -0.430
H 2.495 -1.059 -0.254
H 0.232 1.821 -0.832
```

As for the SMILES: [H]/N=C(/C=O)OC=O. The value obtained for the HOMO-LUMO gap is 10.259 eV. For the HOMO energy, the calculation gives -10.68 eV. As for the net charge: 0.

These are the natural (NBO) partial charges, in e, on atoms 1 to 5: 0.425 0.364 -0.509 0.142 -0.550

Model ii:
The following is a DFT calculation (ωB97M-V/def2-TZVPD) of a molecular structure, C3H3NO3.

The geometry in XYZ format:
```
10
Properties=species:S:1:pos:R:3
H -0.881 1.973 -1.123
H 1.441 -1.171 0.678
O 1.080 0.623 -0.284
C -0.232 0.304 -0.191
H -2.077 0.300 -0.280
O -1.611 -1.916 0.874
O 3.119 -0.053 0.339
C 1.951 -0.276 0.292
N -1.111 1.097 -0.663
C -1.678 -0.881 0.357
```

The value obtained for the HOMO-LUMO gap is 10.272 eV. For the HOMO energy, the calculation gives -9.49 eV. As for the net charge: 0.

These are the natural (NBO) partial charges, in e, on atoms 1 to 5: 0.400 0.131 -0.510 0.346 0.341

Going by the computed energies, the most stable comes first: model i, model ii.

Model i:
The following is a DFT calculation (ωB97M-V/def2-TZVPD) of a single C3H3NO3 molecule.

The geometry in XYZ format:
```
10
Properties=species:S:1:pos:R:3
C 0.214 0.718 -1.787
N -0.018 -1.242 -0.324
C 0.031 0.016 -0.460
H -1.429 -0.227 1.776
C -0.376 0.086 1.771
H 0.467 -0.005 -2.591
H 0.072 -1.728 -1.213
O -0.068 0.820 0.613
O 0.423 -0.103 2.625
O 0.089 1.898 -1.967
```

As for the SMILES: [H]/N=C(\C=O)OC=O. The value obtained for the HOMO-LUMO gap is 10.202 eV. For the HOMO energy, the calculation gives -10.73 eV. As for the net charge: 0.

These are the natural (NBO) partial charges, in e, on atoms 1 to 5: 0.364 -0.651 0.443 0.135 0.663

Model ii:
The following is a DFT calculation (ωB97M-V/def2-TZVPD) of a single C3H3NO3 molecule.

The geometry in XYZ format:
```
10
Properties=species:S:1:pos:R:3
C -0.304 0.411 -0.305
C 1.807 -0.409 0.373
H -1.201 -0.458 1.672
N -1.094 0.996 -1.147
O 1.056 0.340 -0.472
O 1.384 -1.014 1.312
H 2.855 -0.353 0.050
H -0.899 0.799 -2.118
O -2.335 -0.139 0.009
C -1.269 -0.173 0.625
```

As for the SMILES: [H]/N=C(/C=O)OC=O. The value obtained for the HOMO-LUMO gap is 8.172 eV. For the HOMO energy, the calculation gives -8.82 eV. As for the net charge: 0.

These are the natural (NBO) partial charges, in e, on atoms 1 to 5: 0.395 0.652 0.184 -0.540 -0.487

Model iii:
The following is a DFT calculation (ωB97M-V/def2-TZVPD) of 2 unconnected molecules or ions with the total composition C3H3NO3.

The geometry in XYZ format:
```
10
Properties=species:S:1:pos:R:3
O 0.539 -1.423 0.190
H 2.476 -0.630 -0.666
C 1.812 0.117 -0.445
O -2.218 0.989 0.295
O -3.753 -0.564 -0.365
C 0.999 -0.204 0.712
N 0.404 -0.218 -0.614
H 0.620 0.525 1.540
C -3.015 0.271 -0.082
H 2.135 1.138 -0.565
```

As for the SMILES: C1[C@@H]2ON12.O=C=O. The value obtained for the HOMO-LUMO gap is 10.793 eV. For the HOMO energy, the calculation gives -10.08 eV. As for the net charge: 0.

These are the natural (NBO) partial charges, in e, on atoms 1 to 5: -0.366 0.200 -0.286 -0.509 -0.516

Going by the computed energies, the most stable comes first: model i, model ii, model iii.

Model i:
The following is a DFT calculation (ωB97M-V/def2-TZVPD) of a single C3H3NO3 molecule.

The geometry in XYZ format:
```
10
Properties=species:S:1:pos:R:3
O 1.314 -1.077 1.360
H -0.956 -0.358 1.719
C 1.720 -0.492 0.397
C -1.320 -0.137 0.707
C -0.410 0.346 -0.429
O 0.982 0.227 -0.484
O -2.480 -0.257 0.417
N -1.053 0.835 -1.390
H 2.775 -0.439 0.088
H -0.500 1.012 -2.219
```

As for the SMILES: [H]/N=C(/C=O)OC=O. The value obtained for the HOMO-LUMO gap is 10.154 eV. For the HOMO energy, the calculation gives -10.45 eV. As for the net charge: 0.

These are the natural (NBO) partial charges, in e, on atoms 1 to 5: -0.553 0.164 0.656 0.339 0.416

Model ii:
The following is a DFT calculation (ωB97M-V/def2-TZVPD) of a single C3H3NO3 molecule.

The geometry in XYZ format:
```
10
Properties=species:S:1:pos:R:3
H -1.418 -1.238 -0.965
H -0.006 0.861 -2.846
C -0.853 -1.027 0.185
H 1.002 1.658 1.675
C 0.836 0.423 1.301
O -0.120 0.432 -2.037
C 0.215 0.164 0.114
N 0.474 0.803 -1.003
O 0.955 -0.427 2.315
O -1.084 -1.650 1.261
```

As for the SMILES: O=CC(C=O)=NO. The value obtained for the HOMO-LUMO gap is 8.345 eV. For the HOMO energy, the calculation gives -9.45 eV. As for the net charge: 0.

These are the natural (NBO) partial charges, in e, on atoms 1 to 5: 0.155 0.502 0.364 0.147 0.337

Going by the computed energies, the most stable comes first: model i, model ii.